1.
A 2-piece molecular cluster, C4H8O overall at a distorted geometry. Source: the OMol25 dataset; level of theory: the ωB97M-V functional and the def2-TZVPD basis.

CARTESIAN COORDINATES (ANGSTROEM)
C 0.65501 2.50166 0.24502
C 0.57096 -1.78467 0.17562
C -0.22686 -0.69907 -0.46961
C -1.52654 -0.47904 -0.23676
O 1.86068 2.33182 0.38311
H 0.30817 -0.06626 -1.17422
H 0.19981 2.69328 -0.73982
H -0.04728 2.46295 1.09262
H -0.06402 -2.50787 0.69670
H 1.27528 -1.35643 0.89514
H 1.14276 -2.32494 -0.58529
H -2.05715 0.32229 -0.74093
H -2.09082 -1.09372 0.45842

SMILES = C=CC.C=O
LUMO = 0.80 eV
spin multiplicity = 1
HOMO = -9.783 eV
strongest force on any atom = 2.145 eV Å⁻¹
frontier orbital gap = 10.6 eV

Mulliken population analysis, charges in e, atoms 1 to 2: -0.100 -0.981

***

2.
One molecule with the formula C21H19N3O5. Source: the OMol25 dataset; level of theory: the ωB97M-V functional and the def2-TZVPD basis.

CARTESIAN COORDINATES (ANGSTROEM)
O -0.25226 -2.59088 -2.20255
C -0.66688 -2.91175 -1.12479
O 0.08968 -3.22383 -0.07230
C 1.51457 -3.21456 -0.19731
H 1.80389 -2.90022 -1.20379
H 1.86427 -4.23395 -0.01438
C 2.10843 -2.32596 0.91035
O 2.72826 -2.83926 1.82117
N 1.84241 -1.01117 0.85123
C 1.32961 -0.25817 -0.26765
C 2.30429 0.80883 -0.71296
C 2.14053 1.38657 -1.96569
C 2.99494 2.38217 -2.39929
C 4.02559 2.80812 -1.57742
C 4.19088 2.23656 -0.33053
C 3.33519 1.23649 0.11742
C 3.54704 0.60770 1.46665
C 2.30481 -0.14941 1.92434
H 1.49202 0.53792 2.17525
H 2.52886 -0.77533 2.78861
H 4.38572 -0.09301 1.40091
H 3.81065 1.37083 2.20059
H 4.99383 2.56607 0.31310
H 4.69857 3.58444 -1.90930
H 2.85938 2.82232 -3.37557
H 1.33636 1.04702 -2.60302
H 0.40078 0.24115 0.04406
H 1.09612 -0.89978 -1.11649
C -2.13858 -2.95566 -0.71299
N -2.52366 -1.67320 -0.16642
C -3.52792 -0.93728 -0.73829
O -4.17222 -1.38222 -1.66840
C -3.73616 0.38937 -0.13415
C -4.76027 1.19501 -0.62895
C -4.97113 2.45350 -0.10278
C -4.15939 2.92879 0.92078
C -3.13975 2.14244 1.41760
C -2.92231 0.86801 0.89846
C -1.84183 0.03607 1.44733
O -1.05428 0.37359 2.31180
N -1.77183 -1.21052 0.90419
H -1.06158 -1.84947 1.24733
H -2.49561 2.48561 2.21287
H -4.32715 3.91422 1.32834
H -5.76837 3.07085 -0.48829
H -5.37324 0.80505 -1.42711
H -2.28890 -3.74822 0.02712
H -2.77333 -3.11490 -1.58905

SMILES = O=C(Cn1[nH]c(=O)c2ccccc2c1=O)OCC(=O)N1CCc2ccccc2C1
LUMO = -0.08 eV
spin multiplicity = 1
HOMO = -9.052 eV
strongest force on any atom = 0.703 eV Å⁻¹
frontier orbital gap = 9.0 eV

Mulliken population analysis, charges in e, atoms 1 to 2: -0.572 0.818

***

3.
C35H42F9N9ORbSb as an isolated structure at a distorted geometry. Source: the OMol25 dataset; level of theory: the ωB97M-V functional and the def2-TZVPD basis.

CARTESIAN COORDINATES (ANGSTROEM)
Rb 13.51497 13.08630 14.46212
C 16.05963 13.35520 11.81651
C 14.71946 13.38312 11.07298
C 14.53614 14.19710 9.96426
C 13.34169 14.21925 9.29702
C 12.32786 13.34104 9.71058
C 12.62062 12.49632 10.76549
N 13.75768 12.52747 11.46088
Sb 11.21913 11.10176 11.52318
C 10.09715 12.10750 13.02307
C 8.81808 11.60447 13.17096
C 7.94432 12.07690 14.14855
C 8.43596 13.04061 15.00155
C 9.78710 13.40968 14.94750
C 10.51980 14.22309 16.03336
N 10.59671 12.96422 13.93514
C 12.52984 9.94552 12.76326
C 13.43912 9.01836 12.20114
C 14.26830 8.36496 13.11307
C 14.22475 8.65745 14.44754
C 13.30352 9.61035 14.92562
C 13.38498 10.16211 16.32661
N 12.49545 10.22219 14.05231
H 16.00753 12.97650 12.84434
H 16.76462 12.72054 11.24763
H 16.39661 14.40490 11.85262
H 15.32754 14.82396 9.55637
H 13.15002 14.87711 8.48102
H 11.33372 13.28195 9.23638
H 8.40086 10.83609 12.48585
H 6.96600 11.62512 14.25775
H 7.78150 13.50640 15.72659
H 9.75268 14.83414 16.53384
H 11.01491 13.47993 16.63498
H 11.27317 14.91714 15.61964
H 13.32271 8.69171 11.18882
H 14.90818 7.58891 12.70638
H 14.85634 8.12931 15.13576
H 13.54305 9.34054 17.01199
H 14.18038 10.89282 16.41049
H 12.45426 10.57848 16.63939
C 12.43963 12.51336 21.89227
N 13.06676 12.12932 20.61947
C 12.96730 10.69180 20.32485
C 13.53660 13.00071 19.63837
N 14.37236 12.69378 18.73104
N 13.00407 14.29796 19.62547
C 13.04292 15.21865 18.58027
N 11.95748 16.12870 18.66035
N 13.95834 15.25033 17.71140
H 12.63021 11.65753 22.59647
H 11.33342 12.57962 21.89478
H 12.85690 13.46548 22.24382
H 12.13990 10.20110 20.85129
H 13.89479 10.13151 20.53470
H 12.78876 10.60037 19.27088
H 14.80310 11.78909 18.93438
H 12.21115 14.44461 20.23371
H 11.10738 15.73456 19.04373
H 11.90721 16.76318 17.89575
H 13.75968 15.75992 16.84276
C 17.95540 14.45584 18.40189
N 16.93783 14.98728 17.47802
C 16.81092 16.41487 17.68838
C 17.50241 14.66590 16.04743
C 17.55516 13.21402 15.66396
C 18.84441 12.75067 15.34306
C 19.08983 11.45124 14.96814
C 18.02194 10.53484 15.07578
C 16.78126 11.01702 15.39505
C 16.40457 12.36275 15.65656
H 17.61567 14.56867 19.43114
H 18.92368 14.93848 18.25156
H 17.94615 13.38002 18.26324
H 16.02748 14.56120 17.54551
H 17.74149 16.94885 17.64137
H 16.34411 16.59598 18.76692
H 16.11160 16.82352 16.97766
H 18.52918 15.12356 16.05026
H 16.85104 15.20817 15.37929
H 19.56440 13.53679 15.32507
H 20.07904 11.13858 14.66367
H 18.15554 9.49131 14.88008
H 15.94898 10.30319 15.45064
F 11.85595 17.89511 15.61256
C 12.98170 18.11613 14.91523
F 12.61669 19.13501 14.09781
F 13.89019 18.61289 15.76179
C 13.58423 16.93092 14.17379
O 13.65020 15.86203 14.97496
C 15.04039 17.43393 13.65349
F 16.02095 17.37502 14.58545
F 15.03978 18.64376 13.09492
F 15.38827 16.51190 12.67212
C 12.69863 16.54317 12.95782
F 11.41445 16.35553 13.32515
F 12.60793 17.46640 11.98445
F 13.11302 15.39902 12.37322

LUMO = 0.07 eV
spin multiplicity = 1
HOMO = -6.316 eV
strongest force on any atom = 3.435 eV Å⁻¹
frontier orbital gap = 6.4 eV

Mulliken population analysis, charges in e, atoms 1 to 2: 0.095 -0.715

***

We obtain calculated total energy values of -6323.52186, -36794.18943, -84083.33853 eV for the records listed above, in that order.
We obtain energy relative to the best compared isomer or geometry (same formula, charge and spin) values of 38.0, 17.3, 23.1 kcal/mol for the records listed above, in that order.